Formula: C30H27Cl2N5O5Ti
Source: OMol25
Level of theory: ωB97M-V with the def2-TZVPD basis set

```
70
Properties=species:S:1:pos:R:3:forces:R:3
Ti -2.637209 -2.397923 -0.350495 1.50 -0.61 -0.88
Cl -5.644127 -5.999902 -0.677351 0.04 0.01 0.00
C -3.909387 -5.981116 -1.037956 -0.16 0.15 -0.12
Cl -3.561374 -6.364038 -2.717800 0.03 0.04 0.02
C -3.417827 -4.588942 -0.694644 -0.23 -0.24 -0.15
O -3.657710 -3.593817 -1.466518 -0.59 -1.17 -0.24
O -2.774608 -4.377258 0.370707 -0.15 0.08 -0.43
H -3.429820 -6.715763 -0.408819 0.11 -0.04 0.15
C -0.760265 1.951637 4.504760 0.04 -0.02 -0.10
O -1.128730 1.505454 3.197627 -0.08 0.05 0.21
C -0.261370 0.737883 2.506737 -0.04 0.27 -0.26
C 1.034205 0.454204 2.945560 0.28 -0.17 0.08
C 2.001573 -0.103789 2.057561 -0.10 0.14 0.18
C 1.643802 -0.587240 0.852113 0.00 -0.06 -0.11
C 0.186977 -0.692345 0.520424 -0.16 0.10 -0.23
C -0.629334 0.365566 1.221961 0.13 -0.38 -0.03
N -1.732470 0.963689 0.591724 -0.28 0.09 0.22
C -2.925587 1.125191 1.074319 -0.04 -0.15 0.02
C -3.500027 0.330492 2.142446 0.12 0.10 0.02
C -4.334629 0.931579 3.085267 0.05 0.20 -0.01
C -4.821174 0.212719 4.157712 -0.02 -0.07 0.10
C -4.511429 -1.139322 4.275299 -0.04 0.08 0.01
C -3.755121 -1.775717 3.303908 -0.04 -0.14 0.05
C -3.263279 -1.049220 2.237479 0.12 0.10 -0.16
O -2.596393 -1.681076 1.234059 -0.21 1.00 1.63
H -1.625044 2.479615 4.891995 -0.03 0.01 -0.02
H 0.092898 2.630381 4.465085 0.00 0.00 -0.03
H -0.532866 1.105292 5.154519 -0.02 0.00 -0.01
H 1.348585 0.772914 3.928604 0.00 0.01 -0.05
H 3.039450 -0.111934 2.368582 -0.06 -0.03 -0.01
H 2.366379 -1.030269 0.177075 -0.04 0.01 0.07
H -0.096096 -1.620384 1.041003 -0.08 -0.18 0.04
H -1.523166 1.385207 -0.323573 0.23 0.17 0.13
H -3.523348 1.891794 0.593368 -0.09 -0.14 -0.07
H -4.562021 1.988227 2.985241 0.02 -0.08 0.02
H -5.435198 0.699088 4.904256 0.00 -0.03 -0.05
H -4.884552 -1.706661 5.118225 0.00 0.00 -0.04
H -3.550766 -2.837093 3.346412 -0.01 -0.01 0.03
N -4.068522 0.182424 -1.624492 0.17 -0.13 0.10
C -3.558997 -0.780753 -1.235425 -0.63 0.65 -0.39
C 7.162839 3.762432 -2.846337 -0.13 -0.04 -0.02
C 5.696535 3.413249 -2.779048 0.10 0.06 0.00
C 5.215941 2.459532 -1.893557 -0.04 -0.08 0.04
C 3.857301 2.177754 -1.789006 -0.03 0.05 0.00
C 2.947856 2.846321 -2.601341 -0.07 -0.08 -0.03
N 1.534345 2.668996 -2.498736 0.07 -0.05 0.22
C 0.837348 1.609496 -1.985766 0.31 -0.04 -0.04
O -0.264290 1.764514 -1.460754 0.17 0.18 -0.40
N 1.464997 0.399071 -2.140500 -0.08 -0.06 -0.11
C 0.981136 -0.885555 -1.864488 -0.19 0.12 0.02
C 1.626755 -1.987109 -2.242603 0.22 -0.27 -0.06
C 1.091632 -3.300193 -1.890473 0.35 0.30 -0.38
C -0.148028 -3.404036 -1.423479 -0.30 0.02 0.11
N -0.929781 -2.277838 -1.117769 0.25 0.19 0.34
C -0.224325 -0.976700 -0.978636 0.11 -0.18 0.54
C 3.417440 3.785658 -3.513438 0.00 0.01 -0.11
C 4.770259 4.065461 -3.592013 -0.04 0.03 -0.04
H 7.740189 3.187244 -2.123357 -0.02 0.00 -0.03
H 7.313577 4.821820 -2.631886 0.00 -0.02 0.00
H 7.570455 3.570427 -3.840433 -0.02 -0.01 0.02
H 5.911975 1.931168 -1.250674 -0.04 0.04 -0.01
H 3.514806 1.463366 -1.050690 0.02 0.04 0.03
H 0.978221 3.505473 -2.546087 -0.05 0.12 0.11
H 2.325469 0.425906 -2.665545 0.04 0.00 -0.08
H 2.537270 -1.923855 -2.831949 -0.09 -0.01 0.06
H 1.666232 -4.192777 -2.092082 -0.03 0.04 -0.05
H -0.610887 -4.370448 -1.293289 -0.09 -0.06 0.15
H -0.915194 -0.219191 -1.303719 -0.22 0.09 -0.05
H 2.713035 4.296433 -4.162309 0.06 -0.02 0.05
H 5.115456 4.804615 -4.306963 -0.02 -0.01 0.05
```
Positions in Å, forces in eV/Å.

Computed properties:
E_HOMO (spin up / spin down) (eV): -10.084 / -10.279
Charge: +1
ΔE to the lowest compared entry with this formula, charge and spin (kcal per mole): 68.2
Multiplicity: 2
Kohn-Sham gap (spin up / spin down) (eV): 6.51 / 6.16